9
Properties=species:S:1:pos:R:3:forces:R:3 method="wB97M-V/def2-TZVPD" gap_ev="7.53 / 5.96" de_lowest_kj_mol=108.32 spin_multiplicity=8 charge=+2
C 1.634774 -0.771784 1.641197 0.465 -4.611 0.785
C 0.184928 -0.902336 1.232089 3.259 1.608 0.841
C 1.067684 0.370100 1.477023 -3.515 2.204 -1.210
H 2.428785 -1.385407 2.050873 0.127 0.273 -0.039
H -0.495557 -1.285749 2.011298 0.131 -0.072 -0.147
H 0.021098 -1.297404 0.215436 -0.462 0.657 0.013
H 1.095939 1.456456 1.480452 0.052 -0.205 -0.166
O 3.551448 -1.870964 -0.859059 1.647 2.646 -7.340
Tb 4.069683 -1.268003 -2.817458 -1.705 -2.501 7.263